{"formula": "C17H16BN6O4RhS", "method": "ωB97M-V/def2-TZVPD", "largest_force_ev_per_a": 2.16, "total_charge": 0, "energy_ha": -1820.6655, "elements": ["Rh", "C", "C", "N", "N", "C", "B", "N", "C", "C", "C", "N", "N", "C", "C", "C", "N", "H", "H", "H", "H", "H", "H", "H", "H", "H", "H", "O", "C", "O", "C", "C", "C", "C", "S", "C", "C", "H", "H", "H", "H", "H", "O", "C", "O", "H"], "positions_angstrom": [[-1.7442, 1.2035, -0.1340], [0.1202, -0.6209, -3.4892], [-0.5468, 0.4460, -2.8866], [-0.9145, 0.0960, -1.6604], [-0.5008, -1.1592, -1.4370], [0.1270, -1.6164, -2.5289], [-0.9650, -1.8991, -0.1667], [-0.3827, -1.1705, 1.0608], [0.2956, -1.6399, 2.1171], [0.4066, -0.6284, 3.0525], [-0.2483, 0.4600, 2.4744], [-0.7064, 0.1123, 1.2805], [-2.5036, -1.7556, -0.0895], [-3.4577, -2.6992, -0.0193], [-4.6842, -2.0738, 0.0757], [-4.3819, -0.7080, 0.0587], [-3.0720, -0.5388, -0.0402], [0.5299, -0.6631, -4.4824], [-0.7889, 1.4246, -3.2674], [0.5106, -2.6219, -2.5585], [-0.6436, -3.0501, -0.1912], [0.6324, -2.6622, 2.1400], [0.8863, -0.6706, 4.0138], [-0.4109, 1.4571, 2.8477], [-3.1946, -3.7431, -0.0395], [-5.6538, -2.5325, 0.1503], [-5.0381, 0.1441, 0.1171], [6.1799, 0.3089, 1.3064], [5.3543, -0.0327, 0.2914], [5.7043, -0.8500, -0.5124], [4.0280, 0.6567, 0.2409], [3.3708, 0.7031, -0.9837], [2.1460, 1.3337, -1.0968], [1.5181, 1.8899, 0.0187], [-0.0220, 2.7594, -0.1119], [2.1916, 1.8558, 1.2392], [3.4325, 1.2500, 1.3490], [5.8070, 1.0384, 1.8142], [3.8437, 0.2479, -1.8440], [1.6684, 1.4074, -2.0594], [1.7348, 2.3089, 2.1069], [3.9009, 1.2086, 2.3269], [-3.1564, 2.4115, -1.2153], [-3.6656, 2.7772, -0.1212], [-3.2339, 2.3165, 0.9704], [-4.4730, 3.5184, -0.1171]], "forces_ev_per_a": [[-0.48, -2.10, -0.07], [-0.02, -0.04, 0.02], [-0.13, -0.01, -0.07], [0.28, 0.78, 0.68], [0.04, -0.13, -0.07], [-0.07, 0.03, -0.12], [-0.09, 0.06, 0.03], [0.09, -0.07, -0.03], [-0.04, 0.02, 0.11], [-0.04, -0.03, -0.02], [-0.07, -0.05, 0.08], [-0.32, 0.56, -0.54], [0.02, -0.09, 0.00], [-0.02, 0.04, 0.00], [0.00, 0.02, 0.01], [0.01, -0.10, 0.00], [-0.07, 0.69, -0.08], [0.01, 0.00, 0.01], [0.05, 0.03, 0.06], [0.00, 0.00, 0.02], [0.05, 0.02, 0.02], [0.01, 0.00, -0.03], [0.00, -0.01, 0.00], [0.00, 0.01, -0.05], [0.01, 0.00, 0.00], [0.01, -0.01, 0.00], [0.01, 0.01, 0.00], [0.04, -0.02, 0.05], [-0.05, -0.02, 0.00], [0.00, 0.01, 0.00], [0.02, 0.03, -0.01], [0.01, -0.02, -0.02], [-0.04, -0.06, 0.07], [0.01, -0.04, 0.00], [-0.37, 0.62, -0.12], [0.03, -0.01, -0.03], [0.00, -0.03, 0.03], [-0.01, 0.02, -0.03], [0.00, 0.01, 0.00], [-0.05, -0.02, -0.09], [0.00, 0.03, 0.00], [0.00, 0.02, 0.00], [0.55, -0.24, 0.19], [0.12, 0.09, 0.10], [0.58, 0.12, -0.06], [-0.08, -0.11, -0.02]]}

=====

{"formula": "C17H16F3N3O3", "method": "ωB97M-V/def2-TZVPD", "largest_force_ev_per_a": 15.86, "total_charge": 0, "energy_ha": -1346.4630, "elements": ["C", "C", "C", "C", "C", "C", "C", "H", "H", "C", "O", "N", "H", "C", "H", "C", "N", "C", "C", "C", "C", "C", "C", "C", "F", "F", "F", "H", "N", "O", "O", "H", "H", "H", "H", "H", "H", "H", "H", "H", "H", "H"], "positions_angstrom": [[1.4358, -3.6644, 4.1013], [0.9600, -2.9146, 2.8240], [1.2507, -3.5018, 1.4928], [0.8012, -2.9867, 0.4735], [0.1537, -1.7438, 0.6816], [-0.2480, -1.3578, 1.8406], [0.1346, -2.0069, 3.0358], [0.1807, -1.3859, 3.8583], [-0.6879, -0.4102, 1.7786], [-0.4819, -1.1405, -0.6631], [-1.3850, -0.5620, -0.8327], [0.3737, -1.4720, -1.9062], [1.1343, -1.8080, -1.6545], [-0.1805, -0.7659, -3.1713], [-1.0748, -0.3570, -2.8960], [0.6602, 0.3532, -3.3451], [0.8555, 1.3350, -2.0788], [-0.1134, 1.8623, -1.4920], [-1.2288, 2.3391, -2.2957], [-2.3427, 2.8001, -1.5383], [-1.9825, 3.2515, -0.1279], [-0.9497, 2.7681, 0.4170], [0.1021, 2.2591, -0.3098], [1.2972, 1.8777, 0.4649], [2.7123, 2.7520, -0.1794], [1.3801, 2.4275, 1.7550], [1.7214, 0.7661, 0.6377], [-0.7137, 3.2578, 1.3614], [-3.1999, 3.7995, 0.6044], [-3.0163, 4.1986, 1.7424], [-4.0871, 4.1715, -0.1503], [-3.0820, 3.1653, -1.9233], [-1.4417, 1.9811, -3.2493], [1.7664, 1.0586, -1.5503], [0.3038, 1.0368, -4.1214], [1.7272, 0.0986, -3.9186], [0.0183, -1.3470, -3.9121], [0.7707, -3.6798, -0.5304], [1.8438, -4.5827, 1.5337], [0.6914, -4.1848, 4.6375], [1.8949, -2.9257, 4.7422], [2.0456, -4.7619, 3.8638]], "forces_ev_per_a": [[2.24, -2.75, -2.27], [5.24, -9.16, 0.39], [4.58, -6.65, 9.57], [-2.76, 1.02, -8.92], [-1.46, -1.40, -7.14], [-0.69, 2.00, 2.20], [-3.11, 6.24, -2.11], [-0.87, 0.46, 2.40], [-1.27, 1.29, 0.74], [13.74, -7.94, -0.04], [-11.88, 7.34, -0.56], [-12.30, 4.47, -0.09], [9.24, -3.68, 1.43], [3.07, 0.03, 7.25], [-3.04, -0.28, 0.21], [5.17, 5.45, -1.70], [7.52, -7.10, -5.47], [-3.36, 1.44, -6.05], [-3.45, -0.36, 4.61], [12.17, -1.83, 4.77], [-8.09, -1.55, -5.35], [4.51, 2.18, 4.33], [0.74, 0.85, 7.89], [1.62, 8.35, 2.10], [-3.06, -2.09, 0.76], [-0.95, 0.03, -2.04], [1.93, -5.98, -0.79], [-0.14, -0.93, 0.56], [2.60, 2.63, -1.17], [-0.71, -0.98, -0.07], [-0.52, -0.81, 1.00], [-8.55, 3.40, -4.34], [0.21, -0.28, -1.65], [-2.43, 0.95, -1.40], [-0.45, -0.04, 0.03], [-2.25, 0.55, 2.41], [-0.25, -3.90, -4.90], [0.26, 2.51, 2.23], [-1.65, 3.00, -0.20], [-1.68, 0.24, 0.56], [0.71, -0.41, 0.36], [-0.65, 3.66, 0.44]]}

=====

{"formula": "C17H16F6NO4S3", "method": "ωB97M-V/def2-TZVPD", "largest_force_ev_per_a": 5.04, "total_charge": -1, "energy_ha": -2806.7507, "elements": ["C", "C", "C", "C", "C", "C", "S", "C", "F", "F", "F", "O", "O", "C", "C", "H", "H", "H", "H", "H", "H", "H", "H", "C", "N", "S", "C", "F", "F", "F", "S", "C", "C", "C", "C", "C", "C", "O", "O", "H", "H", "H", "H", "H", "H", "H", "H"], "positions_angstrom": [[-4.2660, 0.0543, -4.1172], [-2.8890, -0.1092, -3.5425], [-2.3979, -1.3784, -3.2245], [-1.1496, -1.5370, -2.6221], [-0.3889, -0.4096, -2.2614], [0.6212, -0.4578, -1.1474], [2.0995, 0.4682, -1.5792], [3.4361, -0.7920, -2.0187], [4.5275, -0.1299, -2.4393], [3.7651, -1.5501, -0.9553], [2.9941, -1.5979, -3.0090], [1.9746, 1.2192, -2.8003], [2.5412, 1.1336, -0.3641], [-0.8193, 0.8506, -2.7189], [-2.0664, 1.0017, -3.3130], [-4.4844, 1.1131, -4.2922], [-4.3681, -0.4763, -5.0726], [-5.0296, -0.3486, -3.4398], [-3.0300, -2.2487, -3.4177], [-0.7654, -2.5271, -2.3802], [0.9019, -1.4624, -0.8163], [-0.2155, 1.7420, -2.5758], [-2.4295, 1.9954, -3.5760], [2.2718, 1.5172, 3.1854], [1.5156, 0.2891, 3.3311], [1.4089, -0.6713, 1.7017], [2.4588, -1.9734, 2.3539], [1.9679, -2.5825, 3.4578], [2.5328, -2.9097, 1.3591], [3.7159, -1.5501, 2.6440], [0.2212, 0.2857, 4.4435], [-1.0797, 0.6864, 3.3006], [-0.8965, 1.9103, 2.6182], [-0.7085, 1.7899, 1.2436], [-0.8680, 0.5267, 0.6987], [-1.6518, -0.4506, 1.3126], [-1.7313, -0.4082, 2.7011], [-0.0451, -1.0452, 4.8964], [0.4205, 1.3743, 5.3701], [3.3095, 1.2178, 3.0015], [1.9406, 2.1371, 2.3411], [2.2280, 2.0864, 4.1209], [-0.8134, 2.8489, 3.1591], [-0.3694, 2.6284, 0.6255], [-0.1033, 0.2018, -0.2305], [-2.0991, -1.2713, 0.7454], [-2.1869, -1.1908, 3.3026]], "forces_ev_per_a": [[-0.21, 0.00, -0.12], [0.32, 0.05, 0.10], [0.14, 0.09, -0.01], [-0.13, 0.43, 0.21], [0.20, -0.05, 0.53], [2.66, -0.52, -4.25], [-1.24, -1.04, 1.36], [-0.32, 0.40, 0.17], [-0.20, -0.51, 0.07], [-0.07, 0.21, -0.55], [0.44, 0.35, 0.53], [0.28, 0.21, -0.07], [0.53, -0.12, -0.98], [-0.62, 0.05, 0.12], [0.00, -0.60, -0.19], [-0.04, -0.18, 0.01], [0.00, 0.10, 0.12], [0.09, 0.10, -0.10], [0.23, 0.14, -0.02], [-0.20, 0.14, 0.10], [0.02, 0.10, -0.09], [-0.13, -0.26, 0.26], [0.13, -0.17, -0.01], [0.65, 0.32, -0.18], [-0.51, -1.45, -0.92], [0.47, 0.87, 3.64], [0.03, -0.34, 0.06], [0.58, 0.30, -0.76], [0.22, 0.38, 0.63], [-0.60, -0.53, -0.09], [-2.15, 0.65, -1.03], [-0.34, 0.36, 1.04], [0.12, -0.47, -0.34], [-0.48, 0.10, 0.97], [-0.97, 0.38, -1.71], [-0.38, 0.46, 0.66], [0.36, 0.47, -0.58], [0.73, -0.07, 0.27], [0.74, -0.49, -0.20], [-0.10, 0.22, 0.01], [-0.06, -0.14, 0.23], [-0.05, -0.17, -0.26], [0.61, -0.21, 0.07], [-0.03, -0.27, 0.26], [-1.63, 0.70, 0.96], [0.38, 0.10, 0.12], [0.55, -0.08, -0.04]]}

=====

Computed values of energy above the lowest of the compared OMol25 structures with the same formula, charge and spin (unit: kJ/mol) for the preceding records, in sequence: 37.3, 995.0, 357.7.
Computed values of orbital gap (unit: eV) for the preceding records, in sequence: 8.03, 8.60, 6.70.